Record 1
Here is a cluster of 2 separate species, C11H9N2O2 in total from OMol25. Energies are from ωB97M-V with the def2-TZVPD basis set.

Properties
net charge = -1
LUMO = 2.1483 eV
frontier orbital gap = 4.5415 eV
HOMO = -2.39 eV

Structure (XYZ):
```
24
Properties=species:S:1:pos:R:3:forces:R:3:lowdin_charge:R:1
O -0.739141 -2.145363 -0.760763 -1.852 -2.269 0.404 -0.123
O 2.599620 2.126795 -1.047149 0.506 0.822 -0.079 -0.130
N -3.766153 -3.999687 0.952972 0.492 1.282 0.414 0.160
N -0.890859 0.510655 3.493081 -0.505 -1.283 -0.315 0.156
C 1.396969 -1.254884 -0.529932 -0.544 0.012 -0.128 -0.058
C -1.309761 -0.506898 3.120037 1.104 2.858 0.770 -0.229
C -3.282816 -2.990124 1.262906 -1.071 -2.863 -0.877 -0.226
C 0.336456 1.179589 -1.381559 1.913 1.021 0.233 -0.088
C 1.701658 1.090365 -1.022837 -1.053 -1.448 0.071 -0.311
C -1.839959 -1.706287 2.672844 -0.591 -1.801 -0.357 -0.093
C -2.723523 -1.792545 1.680534 0.726 1.803 0.195 -0.090
C 2.062885 3.355901 -1.461175 0.431 -0.270 0.182 -0.134
C -0.476231 0.095074 -1.314570 0.126 -0.921 0.272 -0.068
C 2.197189 -0.164195 -0.602677 0.138 1.702 -0.369 -0.063
C 0.012228 -1.169082 -0.865575 0.479 1.032 -0.129 -0.550
H -1.514887 -2.611397 3.162234 0.136 -0.065 0.107 0.122
H -1.512328 0.157637 -1.591797 -0.345 -0.004 -0.078 0.086
H 1.781090 -2.206019 -0.210400 0.057 -0.320 0.107 0.088
H 3.234492 -0.222108 -0.331557 0.459 0.004 0.094 0.095
H -3.032478 -0.893218 1.171076 -0.034 0.059 -0.198 0.128
H 1.269998 3.664808 -0.775948 -0.182 0.167 -0.116 0.086
H 2.871348 4.087409 -1.431024 -0.008 -0.032 0.005 0.080
H -0.064669 2.121112 -1.704498 -0.181 0.334 -0.140 0.078
H 1.688872 3.272465 -2.484221 -0.201 0.183 -0.067 0.084
```
Positions in Å, forces in eV/Å.

***

Record 2
Here is an isolated molecule of C11H9N3 from OMol25. Energies are from ωB97M-V with the def2-TZVPD basis set.

Properties
SMILES = N#C[C@H]1C=CN=C(c2ccccn2)C1
LUMO = -0.3644 eV
frontier orbital gap = 8.5904 eV
HOMO = -8.95 eV

Structure (XYZ):
```
23
Properties=species:S:1:pos:R:3:forces:R:3:lowdin_charge:R:1
N 1.034927 0.345126 1.443686 -0.784 0.717 -0.587 0.121
N 3.478070 -1.473496 -1.747690 0.393 0.170 -0.561 0.162
N -1.199683 0.051400 -1.291299 0.228 -0.294 0.287 0.107
C 0.485761 -1.622526 0.106802 0.187 -0.024 -0.079 -0.076
C 2.513132 -1.528430 1.535428 -0.094 0.013 0.239 -0.042
C 1.977909 -0.431724 2.080113 0.635 -0.694 0.176 -0.133
C -1.941942 0.769056 -2.108549 -0.267 0.269 -0.278 -0.135
C 2.790738 -1.744989 -0.876421 -0.188 0.050 0.157 -0.192
C -0.547911 2.063300 -0.176456 -0.004 -0.218 -0.026 0.001
C 0.361486 -0.162398 0.485614 0.596 -0.719 0.175 -0.219
C 1.944103 -2.095781 0.256046 -0.422 -0.106 0.475 -0.290
C -0.504353 0.676695 -0.340098 -0.475 0.795 -0.357 -0.221
C -1.316431 2.808152 -1.052381 -0.048 -0.097 -0.033 -0.059
C -2.029553 2.152763 -2.045783 0.091 -0.064 0.115 -0.057
H 0.107338 -1.776880 -0.902624 0.020 -0.055 0.178 0.109
H -1.357896 3.884659 -0.971255 0.012 0.063 0.035 0.107
H -0.138262 -2.198196 0.799596 0.065 -0.019 -0.048 0.139
H 0.029554 2.516178 0.612807 0.055 0.052 0.059 0.108
H 3.359237 -2.026513 1.978451 0.098 -0.028 0.145 0.106
H 1.954724 -3.191557 0.309820 -0.058 0.173 0.037 0.151
H -2.483493 0.205173 -2.857428 -0.081 0.066 -0.093 0.107
H -2.630631 2.696955 -2.756636 -0.073 0.036 -0.062 0.101
H 2.331412 -0.022142 3.016048 0.113 -0.090 0.046 0.106
```
Positions in Å, forces in eV/Å.

***

Record 3
Here is a cluster of 2 separate species, C11H9NO3 in total from OMol25. Energies are from ωB97M-V with the def2-TZVPD basis set.

Properties
SMILES = O=c1occcc1-c1ccccc1.N=O
LUMO = -0.5958 eV
frontier orbital gap = 8.1639 eV
HOMO = -8.76 eV

Structure (XYZ):
```
24
Properties=species:S:1:pos:R:3:forces:R:3:lowdin_charge:R:1
O 1.211328 -1.837770 -0.137629 0.671 2.986 -0.183 0.102
O 2.539342 0.018989 0.034169 -1.021 -1.100 -0.459 0.012
O 5.906574 -1.268723 0.673327 0.078 0.123 0.388 -0.079
N 5.103676 -1.351658 -0.204687 -1.555 0.395 -0.100 0.006
C -1.617988 -1.478616 -0.385958 2.104 0.706 -0.394 -0.025
C -3.891864 -0.937095 0.281860 -1.461 -2.008 -1.463 -0.113
C -3.559928 0.363681 0.460175 -0.405 1.771 1.664 -0.123
C -2.230580 0.753361 0.266046 0.191 1.485 0.694 -0.055
C 1.802588 2.217097 -0.220496 -1.432 0.686 -0.042 -0.031
C 2.765872 1.335613 -0.127214 0.365 -1.468 0.491 -0.108
C -1.210438 -0.105664 -0.200195 -1.282 -0.711 1.236 -0.124
C 0.211358 0.364369 -0.173957 -1.733 -0.060 -0.357 -0.081
C 1.271954 -0.607684 -0.147637 0.741 -1.677 0.843 -0.323
C -2.903336 -1.856553 -0.150453 -2.151 -0.184 -0.148 -0.093
C 0.458843 1.696372 -0.161673 2.022 -0.648 -0.798 0.023
H -2.074804 1.814715 0.644906 0.399 -1.478 -0.819 0.123
H 2.043722 3.259551 -0.365170 -0.203 0.011 0.114 0.118
H -4.976764 -1.291968 0.239682 1.636 0.556 0.639 0.127
H -0.846725 -2.214720 -0.700563 -0.870 0.675 0.261 0.115
H 4.110984 -0.958936 0.121716 1.910 -0.848 -0.293 0.068
H 3.803476 1.490013 -0.085056 1.179 0.609 -0.117 0.122
H -0.333260 2.361179 -0.283793 -1.201 0.975 0.052 0.093
H -3.301304 -2.863150 -0.372549 0.787 0.456 0.202 0.112
H -4.282730 1.097605 0.995147 1.232 -1.250 -1.409 0.136
```
Positions in Å, forces in eV/Å.

***

Record 4
Here is a structure of composition C12H10 from OMol25. Energies are from ωB97M-V with the def2-TZVPD basis set.

Properties
LUMO = 0.6855 eV
frontier orbital gap = 9.2397 eV
HOMO = -8.55 eV

Structure (XYZ):
```
22
Properties=species:S:1:pos:R:3:forces:R:3:lowdin_charge:R:1
C -3.330446 1.006922 0.394364 -3.100 6.479 2.927 -0.147
C -1.792418 -0.431490 -0.554508 1.891 -1.775 -2.719 -0.040
C 1.010525 -1.590833 -0.238119 -1.834 1.165 -0.917 -0.056
C -3.086334 -0.000063 -0.363173 -0.260 -7.109 -4.902 -0.160
C 2.280258 -1.999703 -0.464680 2.387 0.737 0.210 -0.087
C -0.706248 0.292561 0.028778 -0.646 -1.750 -0.558 -0.225
C -2.375041 1.788758 0.969192 5.919 -7.132 -4.945 -0.057
C -1.012983 1.368730 0.841614 1.211 1.489 2.591 -0.012
C 3.118922 0.218439 -0.137859 0.700 2.982 0.386 -0.088
C 1.754344 0.708373 0.047554 0.917 -1.857 -1.255 -0.035
C 3.410584 -1.108967 -0.384768 -4.475 0.712 0.389 -0.087
C 0.672154 -0.202230 -0.107250 2.263 0.232 1.061 -0.183
H -3.799138 -0.743180 -0.943285 0.683 2.244 1.540 0.148
H -4.239836 1.604181 0.562809 -0.715 -1.552 -0.466 0.127
H -2.522312 2.419147 1.624930 -2.096 6.605 5.983 0.014
H 4.345148 -1.493390 -0.520293 2.442 -0.672 -0.396 0.062
H 1.551881 1.776956 0.140501 0.246 -0.384 0.016 0.093
H 4.005464 1.053260 -0.122769 -2.288 -2.262 0.079 0.144
H 2.519423 -3.009175 -0.731685 -0.225 -0.562 0.126 0.094
H -1.630921 -1.425626 -1.467295 -0.213 3.352 3.322 0.203
H -0.072628 1.812081 1.625930 -3.143 -1.098 -2.710 0.192
H 0.183025 -2.297227 -0.355702 0.336 0.154 0.237 0.099
```
Positions in Å, forces in eV/Å.

***

Record 5
Here is a structure of composition C12H10AuN3O5STe from OMol25. Energies are from ωB97M-V with the def2-TZVPD basis set.

Properties
net charge = -2
LUMO = 4.6330 eV
frontier orbital gap = 4.7390 eV
HOMO = -0.11 eV

Structure (XYZ):
```
33
Properties=species:S:1:pos:R:3:forces:R:3:lowdin_charge:R:1
Au 0.517470 -0.036424 0.536251 2.503 0.871 0.557 0.409
Te 2.988462 0.485724 1.377638 -1.718 -0.962 0.311 0.720
S 4.720601 1.456623 -0.636999 1.576 0.579 -0.332 0.115
O 3.551396 0.388830 -0.598691 0.360 0.276 0.386 -0.821
O -3.584897 -1.380765 0.549270 0.017 -0.177 0.346 -0.068
O 4.081041 2.761249 -0.502257 -0.104 0.155 -0.229 -0.445
O 5.420610 1.291192 -1.903470 -0.355 -0.260 -0.337 -0.396
O 5.572835 1.118346 0.511239 0.060 0.171 -0.248 -0.515
N -0.397173 -1.347032 2.212509 -1.821 -1.239 0.928 0.001
N 0.129680 1.083372 -1.496560 -0.771 0.407 -1.260 0.023
N -1.582732 -0.425387 -0.044589 -0.313 -0.320 0.363 -0.081
C 0.796576 2.346368 -3.401658 -0.118 0.196 -0.376 -0.068
C -2.419963 -2.399733 2.898726 -0.593 -0.098 -0.154 -0.034
C -0.470520 -2.599593 4.244425 -0.580 -0.365 0.318 -0.089
C -0.465159 2.194061 -3.965056 0.066 -0.177 0.391 -0.097
C -1.696143 -1.632896 1.993029 0.807 -0.207 0.762 -0.187
C -1.084931 0.919599 -2.028094 0.429 0.044 0.233 -0.265
C 1.049309 1.785212 -2.163906 -0.093 -0.160 0.176 -0.099
C -2.371788 -1.121637 0.747096 -0.153 0.670 -1.250 -0.543
C -1.415008 1.470733 -3.258442 -0.142 0.140 -0.347 -0.063
C -2.116340 0.122870 -1.246840 -0.228 -0.168 0.170 -0.206
C -1.820759 -2.895336 4.039721 0.616 0.264 -0.133 -0.091
C 0.182511 -1.826909 3.306929 0.251 0.323 -0.337 -0.159
H -2.972272 0.783303 -1.030455 0.011 -0.029 -0.071 0.121
H -2.375400 -3.494714 4.751019 -0.015 -0.014 0.002 0.089
H 0.043549 -2.975807 5.120768 0.098 0.067 -0.032 0.087
H 1.232602 -1.559158 3.408654 0.019 -0.049 0.010 0.074
H -2.415149 1.331659 -3.657821 0.002 -0.026 0.019 0.100
H -0.704694 2.630434 -4.927292 0.003 -0.006 -0.025 0.089
H 1.572858 2.896605 -3.916865 0.049 -0.004 0.062 0.099
H -3.459933 -2.587736 2.661414 0.015 -0.004 0.022 0.101
H 2.011068 1.885700 -1.679655 0.134 0.025 0.090 0.080
H -2.517707 -0.668752 -1.900037 -0.010 0.075 -0.013 0.120
```
Positions in Å, forces in eV/Å.

***

Record 6
Here is a structure of composition C12H10BF6N3Pd from OMol25. Energies are from ωB97M-V with the def2-TZVPD basis set.

Properties
2S+1 = 3
expectation value of S² = 2.026
LUMO (alpha / beta) = -1.2851 / -1.6641 eV
frontier orbital gap (alpha / beta) = 6.1192 / 7.3703 eV
HOMO (alpha / beta) = -7.40 / -9.03 eV

Structure (XYZ):
```
33
Properties=species:S:1:pos:R:3:forces:R:3:lowdin_spin:R:1
Pd 0.454190 -0.303055 -0.291762 -0.077 -0.037 0.061 0.727
F 0.404844 -1.281472 2.161407 -0.037 -0.056 0.065 0.011
F 2.261912 0.697488 0.499932 -0.065 0.027 -0.127 0.019
F -1.629304 -0.935721 1.463126 -0.074 0.002 0.046 0.000
F 2.691447 -0.769308 -1.197481 0.078 0.148 0.071 0.020
F 4.106613 1.061398 -0.897210 -0.042 -0.026 0.024 0.000
F 1.926644 1.321681 -1.668113 0.187 0.026 -0.008 0.006
N -0.851086 -1.541055 -1.187219 -0.037 -0.616 -0.192 0.382
N -2.023085 -1.092967 -1.540787 0.268 0.360 0.212 0.241
N -1.120002 0.973529 -0.860878 -0.144 0.130 -0.072 0.217
C -2.374757 2.979559 -1.049544 -0.003 -0.018 -0.004 0.064
C -1.232945 2.302990 -0.709018 0.064 -0.004 0.013 0.029
C -2.143454 0.252012 -1.370813 -0.176 -0.198 -0.129 0.050
C -0.604064 -2.926772 -1.335195 -0.223 0.380 -0.016 0.016
C -0.391653 -0.451120 1.474589 0.103 -0.132 0.031 -0.003
C -1.155175 -5.069720 -2.260064 -0.007 0.025 0.002 -0.004
C -3.343746 0.891031 -1.731516 -0.053 0.068 0.000 0.044
C -3.453236 2.245610 -1.569791 -0.041 -0.012 -0.013 0.019
C -0.036827 -5.627521 -1.650951 -0.011 0.027 -0.011 0.048
C -1.444752 -3.724872 -2.109017 -0.054 -0.090 -0.027 0.044
C 0.513048 -3.477861 -0.723690 0.165 -0.110 0.036 0.051
C 0.795409 -4.824932 -0.884642 0.007 0.019 0.016 -0.005
B 2.838475 0.609592 -0.868468 0.059 0.017 -0.045 0.002
H -4.145362 0.286428 -2.130593 0.012 0.005 0.005 0.002
H -2.306059 -3.278693 -2.583064 0.000 -0.011 -0.001 0.004
H -2.425594 4.050560 -0.921071 -0.005 -0.009 -0.007 0.004
H 0.186966 -6.678195 -1.778617 -0.006 0.004 0.004 0.003
H 1.672413 -5.243527 -0.409002 -0.011 -0.002 0.000 -0.002
H -1.806832 -5.686795 -2.865442 0.009 0.001 0.009 -0.001
H -0.369795 0.553554 1.901706 0.052 0.054 0.038 0.000
H 1.175099 -2.863286 -0.125244 0.020 0.044 0.015 0.007
H -4.370646 2.749361 -1.845787 0.019 0.003 0.006 0.000
H -0.362186 2.811376 -0.314579 0.023 -0.019 -0.003 0.003
```
Positions in Å, forces in eV/Å.

***

In g/mol, the M values for the records above are, in order, 201.2; 183.2; 203.2; 154.2; 632.9; 427.5.
In eV, the relative energy (zero: lowest compared OMol25 entry of this formula, charge and spin) values for the records above are, in order, 0.797; 0.000; 2.986; 3.075; 0.181; 0.000.